Formula: C24H18BN12SeSr
Source: OMol25
Level of theory: ωB97M-V/def2-TZVPD

Cartesian coordinates (Å):
Sr -0.04219 0.18233 -0.06633
C -2.60871 -3.20384 1.69852
C -2.52012 -1.94966 1.09541
N -1.24750 -1.58302 0.95026
N -0.49392 -2.58934 1.45033
C -1.29499 -3.56960 1.90855
B 1.05849 -2.55563 1.55105
N 1.52779 -1.31341 2.37039
C 2.32895 -1.24084 3.44848
C 2.60105 0.08955 3.70695
C 1.91832 0.77982 2.70905
N 1.27864 -0.06690 1.90163
N 1.73790 -2.44658 0.15812
C 2.93043 -2.96490 -0.19774
C 3.20432 -2.58888 -1.49598
C 2.10686 -1.80715 -1.86223
N 1.23686 -1.70815 -0.85701
N 1.46783 -3.86208 2.21282
C 1.69935 -5.07188 1.62829
C 1.78330 -6.00877 2.62322
C 1.55155 -5.27769 3.80970
N 1.36306 -3.99956 3.55168
H -3.49182 -3.76458 1.94802
H -3.32771 -1.31672 0.75622
H -0.91096 -4.46976 2.35842
H 2.64032 -2.12129 3.97725
H 3.20865 0.49187 4.49807
H 1.86473 1.84725 2.54872
H 3.52038 -3.55711 0.48053
H 4.06119 -2.85453 -2.08984
H 1.90968 -1.34018 -2.81659
H 1.76999 -5.19273 0.55977
H 1.93733 -7.06972 2.52462
H 1.51851 -5.64059 4.82370
Se 0.20454 8.13877 -0.12968
N 1.23325 6.91382 -0.86371
C 0.74549 5.74967 -0.52670
C 1.30740 4.49221 -0.93030
C 2.45967 4.40051 -1.72437
C 2.94044 3.15368 -2.05643
C 2.25289 2.03806 -1.59080
N 1.14801 2.11390 -0.84589
C 0.67069 3.31252 -0.50562
C -0.54108 3.35699 0.34625
N -1.08338 2.19589 0.71639
C -2.15698 2.19790 1.50911
C -2.76771 3.36088 1.96587
C -2.23230 4.57096 1.58516
C -1.09498 4.58008 0.76443
C -0.46593 5.79383 0.32870
N -0.88932 6.99146 0.63470
H 2.94497 5.31064 -2.05307
H 3.82674 3.03231 -2.66255
H 2.60111 1.03482 -1.81848
H -2.53620 1.22040 1.79209
H -3.63962 3.30385 2.60164
H -2.65853 5.51404 1.90262

multiplicity: 2
E_HOMO (alpha / beta): -12.9009 / -12.9009 eV
HOMO-LUMO gap (alpha / beta): 4.9706 / 1.8814 eV
total charge: +2
⟨S²⟩: 0.78

=====

Formula: C15H19BrN2O2
Source: OMol25
Level of theory: ωB97M-V/def2-TZVPD

Cartesian coordinates (Å):
N 1.39982 -1.32162 -0.27887
C 0.41898 -0.32800 -0.32397
N 0.65814 0.87164 -0.10197
O 1.85847 1.57439 0.31269
C 2.64054 1.25376 1.15283
O 2.69216 0.01988 1.81990
C 3.82157 2.08632 1.69831
H 4.07316 2.75069 0.48987
H 4.84596 1.55899 1.61556
C 3.63444 3.03761 2.66909
C 3.13073 4.24251 2.31899
C 1.57240 4.22586 2.21600
C 0.75523 3.73103 3.53805
C 1.60919 2.15069 3.84340
C 3.08163 2.44670 3.82511
H 3.51671 1.33626 4.18077
H 3.18059 2.96996 4.86280
H 1.22590 1.52509 3.17592
H 1.23005 1.75364 4.66389
H -0.13793 3.38799 3.63043
H 1.17192 4.35912 4.35337
H 1.28675 3.40391 1.60204
H 1.05296 5.02849 2.07783
H 3.36951 4.61647 1.53900
H 3.32765 5.12733 2.87215
H 4.68252 3.28150 2.89701
C -1.03564 -0.49771 -0.55281
C -1.02662 -1.64783 -1.64936
C -2.44576 -1.87369 -1.73108
C -3.57150 -1.26643 -1.21789
C -3.15711 -0.26855 -0.40399
C -1.93085 0.19251 -0.06634
H -1.71160 0.79555 0.71616
H -4.15347 0.36759 0.18622
H -4.56285 -1.42670 -1.48429
Br -2.66143 -3.36071 -3.23783
H -0.32671 -1.98015 -2.21437
H 1.07892 -2.36075 -0.15981
H 2.32226 -1.14483 0.25107

E_HOMO: -9.0600 eV
HOMO-LUMO gap: 8.9740 eV
total charge: 0

=====

Formula: C7H19N6O2
Source: OMol25
Level of theory: ωB97M-V/def2-TZVPD

Cartesian coordinates (Å):
N 2.86125 -2.63670 0.24375
C 1.74155 -2.03573 -0.47434
C 1.95758 -0.54256 -0.76202
O 3.34253 -0.24863 -0.93610
C 1.50708 0.30685 0.42372
C 0.04024 0.77429 0.38852
C 0.01447 2.26248 -0.02771
N 0.54288 2.39420 -1.39934
N -0.74499 0.01425 -0.58989
C -2.08317 0.23764 -0.52417
N -2.88162 -0.12504 -1.54089
N -2.56380 0.81317 0.58417
C -1.82975 0.36714 1.83630
N -2.01139 -1.01270 2.17727
O -0.48196 0.68213 1.72383
H 3.46241 -1.92625 0.64277
H 2.51268 -3.16891 1.02785
H 0.83239 -2.12309 0.14336
H 1.53741 -2.59864 -1.38510
H 1.44874 -0.25797 -1.67837
H 3.57814 -0.47355 -1.83661
H 2.16631 1.15894 0.52409
H 1.61260 -0.27729 1.33663
H 0.70171 2.75900 0.64608
H -0.98009 2.68627 0.07685
H -0.19606 2.73823 -1.99892
H 1.21438 3.15049 -1.40330
H -0.60905 -0.99632 -0.57249
H -2.63749 0.08094 -2.49352
H -3.69902 -0.68940 -1.39082
H -3.56613 0.67550 0.66808
H -2.24065 0.93194 2.66739
H -1.57523 -1.66469 1.54090
H -2.97395 -1.25596 2.36202

E_HOMO: -11.9635 eV
HOMO-LUMO gap: 8.0696 eV
total charge: +1

=====

Formula: C3H2BrCl2I
Source: OMol25
Level of theory: ωB97M-V/def2-TZVPD

Cartesian coordinates (Å):
C 0.20988 -0.42141 0.50898
C -1.67037 -0.43627 -0.32016
C 0.96300 0.61514 0.08998
Cl 0.67945 -2.00006 0.65402
Cl -2.62928 -1.61328 0.26915
Br 2.35771 -0.12916 -1.30588
I -2.30510 1.56594 -0.37398
H 1.80288 0.92041 0.81942
H 0.59182 1.49869 -0.34154

E_HOMO (alpha / beta): -8.6587 / -8.5427 eV
HOMO-LUMO gap (alpha / beta): 7.4150 / 6.8926 eV
total charge: 0

=====

Formula: C5H8NP
Source: OMol25
Level of theory: ωB97M-V/def2-TZVPD

Cartesian coordinates (Å):
C 2.56998 2.71819 1.94611
C -0.40524 -1.01214 -1.02029
C -0.64928 -0.26339 0.05544
C -0.23421 1.48343 2.20802
C -1.47055 -1.70507 -1.73121
N 1.52887 3.17354 2.37317
P 0.51234 0.80416 0.97287
H 3.55467 3.22589 2.01263
H 2.82045 1.88859 1.10335
H 0.50265 -1.10917 -1.48256
H -1.76620 -0.02588 0.17130
H -0.40285 1.70182 3.31470
H -1.77291 -2.80411 -1.40738
H -2.38882 -1.06768 -1.68537
H -1.17373 -1.97337 -2.77495

E_HOMO (alpha / beta): -8.6119 / -8.0034 eV
HOMO-LUMO gap (alpha / beta): 8.3452 / 7.5636 eV
total charge: 0

=====

Formula: C32H24MgN9O7S
Source: OMol25
Level of theory: ωB97M-V/def2-TZVPD

Cartesian coordinates (Å):
Mg 0.00126 0.12774 1.06923
O 2.88556 -0.33507 4.05955
C 2.01626 -0.50873 3.17592
N 1.92524 0.03514 1.97651
C 3.00746 0.94891 1.63082
C 2.61425 2.36937 1.85215
C 3.58652 3.29879 2.18867
C 3.22413 4.61584 2.42090
C 1.85272 4.95253 2.34498
C 0.93515 3.97340 2.02709
N 1.31619 2.68764 1.74565
C 0.82287 -1.37854 3.60681
C 0.96109 -2.41177 4.53891
C -0.20691 -3.10130 4.93906
C -1.44078 -2.71195 4.46488
C -1.46248 -1.70059 3.49093
N -0.36042 -1.09981 3.03889
H 3.92165 0.78914 2.22840
H 3.23477 0.78103 0.56514
H 4.59509 2.98226 2.32129
H 3.92398 5.34908 2.69263
H 1.57354 5.96574 2.63950
H -0.13241 4.18241 1.98746
H 1.93494 -2.56258 4.99020
H -0.13086 -3.89110 5.66040
H -2.32545 -3.27899 4.67416
H -2.36167 -1.39895 3.02927
N -2.39494 -3.77169 1.07376
C -1.77648 -2.76367 0.45007
S -2.66303 -1.32143 0.24272
N -0.48494 -2.94206 0.15371
N 0.10412 -1.77670 -0.14432
C 0.94664 -1.79078 -1.12543
C 1.38743 -3.01188 -1.87762
C 0.75995 -3.32284 -3.05074
C 1.02895 -4.50495 -3.73089
C 2.00537 -5.37889 -3.27086
C 2.66832 -5.06673 -2.07339
C 2.39327 -3.87232 -1.41713
C 1.46513 -0.49517 -1.54005
C 2.44774 -0.34828 -2.53722
C 2.52644 0.90119 -3.13318
C 1.82364 1.97416 -2.63901
C 0.98877 1.77289 -1.57126
N 0.83223 0.55757 -1.03481
H -3.41961 -3.74971 1.11854
H -1.94100 -4.68330 1.05707
H 0.02656 -2.61902 -3.41885
H 0.44567 -4.71193 -4.60423
H 2.18851 -6.32714 -3.75670
H 3.46040 -5.74684 -1.74191
H 2.81988 -3.71355 -0.42807
H 2.89606 -1.19358 -3.00644
H 3.11940 1.04170 -4.02833
H 1.93290 2.97390 -3.06054
H 0.45035 2.58765 -1.10452
O -3.06150 2.75174 1.98851
C -2.41546 2.17619 1.09994
O -1.33376 1.54401 1.22687
C -2.92702 2.21672 -0.34565
C -3.98085 3.07086 -0.58219
C -4.47688 3.18794 -1.88619
C -3.99941 2.40221 -2.91144
C -2.93403 1.58569 -2.61516
C -2.41220 1.43668 -1.34646
N -2.31202 0.90318 -3.80167
O -1.28806 0.29203 -3.63011
O -2.88439 1.04634 -4.87737
N -5.58342 4.13460 -2.13513
O -5.96524 4.74030 -1.15228
O -5.98149 4.25522 -3.27325
H -4.34544 3.67187 0.24483
H -4.44981 2.47823 -3.89484
H -1.59845 0.72995 -1.26817

E_HOMO: -5.0557 eV
HOMO-LUMO gap: 6.7367 eV
total charge: -1

=====

Formula: C3H9NS
Source: OMol25
Level of theory: ωB97M-V/def2-TZVPD

Cartesian coordinates (Å):
C 1.35510 -0.16551 -1.73622
N 0.17298 -0.52983 -0.97683
C 0.18180 0.02881 0.34865
C -1.17734 -0.06423 1.02931
S -1.36594 1.13466 2.37153
H 2.23554 -0.63099 -1.29011
H 1.53718 0.91650 -1.76902
H 1.25542 -0.52047 -2.76025
H -0.65235 -0.28409 -1.50535
H 0.97068 -0.39732 0.97477
H 0.45802 1.09440 0.30826
H -1.91878 0.22170 0.28893
H -1.35461 -1.07035 1.38500
H -1.69771 0.26671 3.33133

E_HOMO: -8.9138 eV
HOMO-LUMO gap: 9.9197 eV
total charge: 0